C7H12ClN5O | ωB97M-V with the def2-TZVPD basis set

Calculated values
* total charge: +2
* lowest unoccupied orbital energy: -9.1 eV
* ΔE to the lowest compared entry with this formula, charge and spin: 145.1 kJ/mol

XYZ file:
```
26
Properties=species:S:1:pos:R:3:mulliken_charge:R:1
C 0.836 0.323 1.470 -0.224
C 0.352 1.448 0.728 0.335
C -0.389 1.343 -0.403 1.002
C -0.203 -1.056 -0.513 0.787
C 0.594 2.815 1.259 0.397
C -0.919 2.423 -1.187 -1.813
C -1.837 0.030 -1.969 -1.077
N -0.816 0.066 -0.865 -0.102
N 0.714 -0.912 1.139 0.234
N 2.029 -2.897 1.327 -0.585
N 1.053 -2.025 1.858 -0.592
N -0.378 -2.322 -0.893 -0.271
O 0.739 3.863 0.754 -0.384
Cl 0.668 2.625 3.041 -0.187
H 1.487 0.482 2.301 0.558
H -1.924 2.418 -1.429 0.512
H -0.358 2.323 -2.185 0.447
H -0.552 3.361 -0.756 0.406
H -1.669 -0.938 -2.374 0.346
H -2.879 0.272 -1.584 0.321
H -1.493 0.624 -2.758 0.459
H 2.407 -3.588 2.016 0.319
H 2.942 -2.443 0.961 0.284
H 0.263 -2.634 1.990 0.310
H -0.991 -2.694 -1.564 0.230
H 0.326 -2.907 -0.364 0.287
```


C7H12CsO4 | ωB97M-V with the def2-TZVPD basis set

Calculated values
* total charge: -1
* lowest unoccupied orbital energy: 0.3 eV
* ΔE to the lowest compared entry with this formula, charge and spin: 262.3 kJ/mol

XYZ file:
```
24
Properties=species:S:1:pos:R:3:mulliken_charge:R:1
C 0.102 -2.025 -0.531 -1.042
C 0.650 -3.058 0.424 -0.225
O 1.798 -3.712 -0.186 -0.544
Cs 3.449 -2.821 -2.568 0.837
H -0.849 -1.677 -0.102 0.237
H 2.413 -4.074 0.455 0.245
H -0.484 -2.457 -1.362 0.289
H -0.077 -3.857 0.638 0.218
H 0.996 -2.613 1.372 0.307
O -3.779 4.176 -0.259 -0.764
C -2.819 3.732 0.399 0.588
O -2.494 3.990 1.572 -0.718
O -2.003 2.882 -0.327 -0.246
C -1.072 2.081 0.378 -0.468
C -0.433 1.118 -0.610 -0.389
C 0.561 0.166 0.029 0.110
C 1.961 0.435 -0.103 -1.179
H -1.579 1.524 1.182 0.305
H -0.307 2.718 0.847 0.246
H 0.064 1.698 -1.403 0.234
H -1.238 0.534 -1.087 0.146
H 0.265 -0.069 1.068 0.356
H 2.611 -0.134 0.582 0.200
H 2.264 1.444 -0.411 0.259
```


C7H12F8LiO4S4Te | ωB97M-V with the def2-TZVPD basis set

Calculated values
* total charge: -1
* lowest unoccupied orbital energy: 1.9 eV
* ΔE to the lowest compared entry with this formula, charge and spin: 0.0 kJ/mol

XYZ file:
```
37
Properties=species:S:1:pos:R:3:mulliken_charge:R:1
Li -0.421 1.501 0.566 1.037
C -1.509 -2.284 -1.537 -0.829
C -2.868 -1.829 -1.024 -0.858
S -3.064 -1.427 0.727 -0.040
C -2.493 -2.909 1.583 -0.861
C -0.975 -3.117 1.723 -0.514
S -0.076 -1.602 2.140 -0.121
C 1.297 -1.563 0.952 -0.694
C 1.067 -1.972 -0.494 -1.054
S -0.161 -1.025 -1.470 0.447
H -1.609 -2.497 -2.604 0.461
H -1.196 -3.207 -1.056 0.409
H -3.591 -2.605 -1.289 0.530
H -3.177 -0.919 -1.541 0.351
H -2.945 -3.800 1.140 0.393
H -2.931 -2.809 2.578 0.386
H -0.558 -3.527 0.807 0.080
H -0.807 -3.869 2.496 0.475
H 2.114 -2.184 1.324 0.524
H 1.646 -0.531 0.971 0.249
H 0.820 -3.029 -0.598 0.699
H 2.001 -1.786 -1.023 0.526
F 2.048 0.517 -1.004 -0.683
Te 1.923 2.309 -1.973 1.748
F 2.152 3.724 -3.268 -0.508
F 2.161 1.148 -3.423 -0.415
F 0.025 2.173 -2.565 -0.584
F 3.865 2.316 -1.875 -0.539
O -0.701 0.097 -0.653 -0.595
F 0.647 5.141 -0.320 -0.214
C 1.333 5.001 0.816 0.603
F 2.607 4.756 0.501 -0.232
F 1.289 6.168 1.468 -0.238
S 0.636 3.621 1.864 1.250
O 0.550 4.181 3.182 -0.682
O -0.653 3.328 1.220 -0.855
O 1.553 2.511 1.660 -0.653
```


C7H12FN2O2S | ωB97M-V with the def2-TZVPD basis set

Calculated values
* total charge: +1
* lowest unoccupied orbital energy: -4.3 eV
* ΔE to the lowest compared entry with this formula, charge and spin: 0.0 kJ/mol

XYZ file:
```
25
Properties=species:S:1:pos:R:3:mulliken_charge:R:1
C -0.427 -0.930 1.582 -1.641
C 0.628 -0.870 0.463 0.925
C 1.835 0.026 0.939 -1.517
C -0.023 -0.477 -0.775 -0.415
N -0.711 0.614 -1.185 0.263
C -1.068 1.675 -0.344 -0.771
C -1.205 0.384 -2.420 -0.424
C -0.850 -0.893 -2.881 -0.341
N -0.127 -1.482 -1.902 0.096
S 0.028 -3.195 -2.044 1.168
O -0.806 -3.675 -3.042 -0.478
O 0.092 -3.741 -0.742 -0.493
F 1.481 -3.199 -2.729 -0.218
H -0.595 -0.042 2.069 0.491
H -0.060 -1.654 2.318 0.381
H -1.471 -1.178 1.184 0.378
H 1.010 -1.920 0.221 0.433
H 2.185 0.408 0.006 0.453
H 2.619 -0.459 1.407 0.398
H 1.450 0.883 1.462 0.343
H -1.335 1.312 0.675 0.291
H -0.143 2.318 -0.122 0.306
H -1.964 2.188 -0.745 0.326
H -1.823 1.111 -2.881 0.459
H -0.833 -1.395 -3.744 0.586
```


Number 1: HOMO -17.14 eV, Kohn-Sham gap 8.01 eV. Number 2: HOMO -2.41 eV, Kohn-Sham gap 2.76 eV. Number 3: HOMO -6.47 eV, Kohn-Sham gap 8.41 eV. Number 4: HOMO -13.92 eV, Kohn-Sham gap 9.61 eV.